Entry 1:
133
Properties=species:S:1:pos:R:3 method="wB97M-V/def2-TZVPD" max_force_ev_per_a=0.66 homo_lumo_gap_ev=8.4 homo_ha=-0.311 relative_energy_kcal_mol=5.8
C 1.079 -2.417 -2.275
C 0.293 -2.393 -0.969
C 0.327 -3.697 -0.176
C 0.088 -4.981 -0.988
Si -1.717 -5.465 -1.327
C -3.009 -4.604 -0.256
C -2.805 -5.049 1.213
C -3.112 -3.072 -0.343
C -3.338 -2.481 -1.726
C -4.660 -2.911 -2.358
P -2.151 -5.244 -3.567
O -0.647 -5.004 -4.184
Br -2.555 -7.406 -4.093
H 0.609 -3.095 -2.988
H 1.037 -1.433 -2.744
H 2.119 -2.703 -2.129
H 0.743 -1.624 -0.336
H -0.722 -2.053 -1.175
H 1.316 -3.775 0.281
H -0.382 -3.671 0.652
H 0.519 -5.818 -0.436
H 0.616 -4.954 -1.940
H -1.844 -6.914 -1.038
H -3.980 -4.999 -0.571
H -3.491 -5.856 1.456
H -1.803 -5.434 1.407
H -3.014 -4.224 1.893
H -3.975 -2.777 0.264
H -2.244 -2.632 0.149
H -3.379 -1.394 -1.611
H -2.493 -2.656 -2.399
H -5.434 -2.972 -1.593
H -4.593 -3.882 -2.846
H -4.953 -2.196 -3.125
H -0.050 -5.750 -4.045
C 4.058 -1.882 2.269
N 3.550 -1.675 0.890
O 2.942 -0.653 0.643
O 3.758 -2.556 0.079
H 3.799 -1.018 2.865
H 3.589 -2.783 2.651
H 5.133 -2.004 2.206
C -0.221 0.956 -4.285
N -0.502 1.635 -2.997
O -1.407 1.187 -2.313
O 0.173 2.595 -2.697
H -0.915 0.131 -4.385
H -0.366 1.682 -5.075
H 0.809 0.608 -4.256
C 8.819 -1.434 2.622
N 7.528 -0.776 2.967
O 6.902 -0.246 2.070
O 7.181 -0.821 4.127
H 8.990 -1.314 1.559
H 9.594 -0.950 3.209
H 8.732 -2.480 2.898
C -1.311 3.591 -0.031
N -1.686 4.150 1.296
O -2.585 3.609 1.913
O -1.065 5.116 1.691
H -1.949 2.740 -0.231
H -1.447 4.373 -0.771
H -0.268 3.298 0.015
C 4.726 -2.668 -3.445
N 4.149 -2.428 -4.796
O 3.497 -1.421 -4.972
O 4.378 -3.269 -5.644
H 4.450 -1.845 -2.797
H 4.325 -3.608 -3.079
H 5.802 -2.736 -3.561
C -2.978 6.668 3.760
N -3.370 7.165 5.107
O -4.252 6.581 5.705
O -2.770 8.132 5.533
H -3.587 5.805 3.522
H -3.139 7.480 3.058
H -1.925 6.407 3.800
C -4.149 -9.744 -1.224
N -4.890 -8.998 -0.171
O -5.980 -9.418 0.156
O -4.353 -8.015 0.294
H -4.763 -10.586 -1.519
H -3.974 -9.075 -2.061
H -3.205 -10.070 -0.798
C 8.147 -5.015 -5.177
N 8.076 -4.442 -3.804
O 7.226 -4.875 -3.052
O 8.869 -3.565 -3.532
H 7.379 -5.772 -5.269
H 7.986 -4.199 -5.875
H 9.142 -5.432 -5.301
C -3.493 4.761 8.065
N -2.700 3.968 9.045
O -2.044 3.036 8.624
O -2.766 4.308 10.207
H -3.337 4.344 7.078
H -4.535 4.698 8.362
H -3.149 5.789 8.119
C -3.219 3.503 -7.669
N -2.374 2.766 -6.691
O -1.795 1.769 -7.069
O -2.323 3.213 -5.562
H -3.166 2.986 -8.619
H -4.230 3.513 -7.273
H -2.826 4.512 -7.737
C -4.901 1.046 -2.107
N -5.279 1.123 -3.545
O -5.960 2.060 -3.907
O -4.866 0.238 -4.266
H -5.333 1.896 -1.592
H -5.285 0.108 -1.716
H -3.816 1.065 -2.063
C 0.241 -0.972 4.006
N 0.958 -2.277 3.986
O 2.045 -2.339 4.528
O 0.413 -3.196 3.412
H 0.849 -0.256 4.545
H 0.092 -0.674 2.972
H -0.713 -1.136 4.497
C 0.407 9.179 5.262
N 1.326 8.013 5.162
O 2.409 8.085 5.705
O 0.927 7.055 4.528
H 0.889 9.952 5.845
H 0.206 9.518 4.252
H -0.506 8.829 5.733
C 3.325 11.296 2.131
N 1.877 11.245 2.474
O 1.091 10.944 1.601
O 1.578 11.501 3.624
H 3.435 11.043 1.084
H 3.669 12.305 2.339
H 3.832 10.582 2.773

---

Entry 2:
18
Properties=species:S:1:pos:R:3 method="wB97M-V/def2-TZVPD" max_force_ev_per_a=3.17 homo_lumo_gap_ev=9.0 homo_ha=-0.493 charge=+1 relative_energy_kcal_mol=25.1
C 1.913 -0.135 -0.351
C -0.295 0.750 -0.217
C -0.562 -1.624 0.579
C -2.293 2.037 -0.573
C 0.200 -2.541 1.121
N -0.827 -0.322 0.304
N 1.036 0.889 0.065
O 1.514 -1.137 -0.872
O -0.875 1.815 -0.585
S -2.175 -1.332 -0.122
S 3.565 0.350 0.038
H -2.454 3.150 -0.648
H -2.786 1.716 0.454
H -2.772 1.493 -1.421
H 1.348 -2.594 1.425
H -0.077 -3.572 1.077
H 1.293 1.792 0.334
H 4.246 -0.733 -0.608

---

Entry 3:
21
Properties=species:S:1:pos:R:3 method="wB97M-V/def2-TZVPD" max_force_ev_per_a=5.54 homo_lumo_gap_ev=6.9 homo_ha=-0.121 charge=-1 relative_energy_kcal_mol=45.0
C -0.788 0.518 -1.364
N -0.950 0.407 0.118
C -2.077 -0.573 0.698
O -1.582 -1.695 1.009
C 0.558 1.179 -1.823
N 1.821 0.552 -1.231
C 2.667 1.633 -0.787
H -0.884 -0.464 -1.766
H -1.556 1.102 -1.888
H -0.045 -0.036 0.404
H -2.588 -0.082 1.489
H -2.837 -0.676 -0.088
H 0.482 1.109 -2.957
H 0.521 2.300 -1.617
H 1.590 -0.071 -0.531
H 2.079 2.449 -0.149
H 3.479 1.281 -0.068
H 3.132 2.189 -1.493
H -0.676 -1.948 2.292
H 0.771 -1.384 2.428
O 0.117 -1.933 2.915

---

Entry 4:
80
Properties=species:S:1:pos:R:3 method="wB97M-V/def2-TZVPD" max_force_ev_per_a=2.02 homo_lumo_gap_ev=6.5 homo_ha=-0.507 charge=+2
Mg 0.479 -1.066 0.027
C 1.923 0.648 3.227
C 1.147 -0.612 3.176
N 0.713 -1.231 2.107
C 0.068 -2.400 2.413
C -0.014 -2.653 3.753
S 0.742 -1.413 4.650
C -0.392 -3.275 1.356
C -1.035 -4.474 1.497
S -1.295 -5.199 -0.028
C -0.521 -3.864 -0.782
N -0.127 -2.946 0.059
C -0.278 -3.797 -2.238
H 2.513 0.792 2.321
H 2.588 0.636 4.089
H 1.253 1.509 3.356
H -0.449 -3.499 4.244
H -1.353 -4.960 2.397
H -0.701 -4.663 -2.740
H 0.798 -3.766 -2.422
H -0.719 -2.891 -2.655
C 3.672 -0.653 -2.017
C 3.442 -1.321 -0.702
O 2.302 -1.304 -0.206
C 4.553 -1.959 -0.014
C 4.281 -2.835 1.051
C 5.309 -3.460 1.724
C 6.627 -3.194 1.373
C 6.911 -2.324 0.329
C 5.890 -1.718 -0.371
H 2.710 -0.478 -2.491
H 4.309 -1.248 -2.669
H 4.162 0.307 -1.856
H 3.248 -3.030 1.311
H 5.100 -4.152 2.528
H 7.430 -3.671 1.913
H 7.936 -2.121 0.065
H 6.129 -1.044 -1.177
C -3.218 -1.166 3.305
O -2.425 -0.369 2.423
C -2.423 -0.743 1.145
O -3.010 -1.714 0.711
C -1.495 0.019 0.301
C -1.875 0.254 -0.998
As -3.697 0.975 -1.086
C -3.843 1.413 -3.003
C -2.869 2.670 -0.380
C -1.791 2.814 0.381
As -0.595 1.474 1.242
C 0.927 1.987 0.076
C -1.306 4.019 1.130
O -1.226 3.874 2.336
O -0.827 5.079 0.543
C -0.713 5.223 -0.863
C -3.820 3.801 -0.613
O -3.550 4.965 -0.506
O -5.024 3.326 -0.923
C -6.069 4.294 -1.062
C -0.813 0.333 -1.955
O 0.196 -0.379 -1.814
O -1.006 1.092 -3.010
C -0.071 1.005 -4.083
H -2.795 -1.049 4.301
H -3.189 -2.209 2.979
H -4.251 -0.815 3.283
H -3.588 0.527 -3.584
H -3.213 2.248 -3.304
H -4.882 1.662 -3.218
H 0.633 2.181 -0.956
H 1.711 1.227 0.095
H 1.328 2.915 0.493
H -1.562 5.793 -1.239
H -0.671 4.255 -1.368
H 0.206 5.784 -1.027
H -6.953 3.748 -1.376
H -5.799 5.048 -1.802
H -6.246 4.787 -0.105
H -0.453 1.664 -4.860
H -0.008 -0.024 -4.446
H 0.919 1.336 -3.760